No. 1
Molecular formula: C28H31BrGaN7O5P
Method: DFT, ωB97M-V/def2-TZVPD

Cartesian coordinates (Å):
Ga -0.7005 -0.9594 -0.9200
O -2.1151 6.0143 -1.7398
C -1.6496 5.1251 -1.0952
O -0.9791 5.0074 -0.0477
C -1.6989 3.5939 -1.4116
C -2.5223 2.7554 -0.6366
C -2.1951 1.4189 -0.5123
N -1.1262 0.9177 -1.1448
C -0.3581 1.6652 -1.9445
C -0.6161 3.0123 -2.0990
C 0.6864 0.8891 -2.6278
C 1.5312 1.4215 -3.6009
C 2.4736 0.6107 -4.2068
C 2.5431 -0.7290 -3.8444
C 1.6605 -1.1953 -2.8902
N 0.7722 -0.4092 -2.2900
C -2.9174 0.4112 0.2752
C -4.1602 0.6323 0.8674
C -4.7531 -0.3795 1.5997
C -4.0824 -1.5872 1.7551
C -2.8683 -1.7486 1.1163
N -2.3104 -0.7844 0.3919
H -3.3716 3.1902 -0.1327
H -0.0060 3.6357 -2.7306
H 1.4323 2.4538 -3.8911
H 3.1329 1.0053 -4.9656
H 3.2584 -1.3943 -4.3002
H 1.6541 -2.2402 -2.5996
H -4.6619 1.5770 0.7358
H -5.7306 -0.2334 2.0333
H -4.5001 -2.3895 2.3418
H -2.3189 -2.6833 1.1752
Br 1.6334 -3.4555 0.6690
C 0.2509 -4.0628 -0.4545
C 0.1204 -5.4299 -0.6594
C -0.8527 -5.8870 -1.5332
C -1.6498 -4.9538 -2.1760
C -1.4534 -3.6108 -1.9028
N -0.5284 -3.1596 -1.0460
C -2.2769 -2.5512 -2.6410
O -3.1232 -2.8968 -3.4220
O -1.9333 -1.3523 -2.3395
H 0.7837 -6.1080 -0.1475
H -0.9734 -6.9433 -1.7152
H -2.4142 -5.2281 -2.8866
C 1.3972 3.1856 0.8729
N 0.6721 2.0413 1.4018
C -0.5347 2.3826 2.1358
P 1.2469 0.4987 1.4704
O 0.5115 -0.4985 0.5909
N 2.8246 0.5824 0.9435
C 3.4239 -0.3774 0.0437
C 3.8207 1.3408 1.6773
N 0.9737 0.0100 3.0471
C 1.5783 0.7812 4.1178
C 0.7206 -1.3689 3.4106
H 0.6783 3.8946 0.4563
H 2.0819 2.8639 0.0919
H 1.9602 3.7125 1.6491
H -1.0893 3.1313 1.5681
H -0.3137 2.8036 3.1198
H -1.1487 1.4921 2.2662
H 2.6545 -0.9875 -0.4162
H 4.1240 -1.0335 0.5694
H 3.9675 0.1581 -0.7386
H 3.3491 2.0367 2.3624
H 4.4361 1.9118 0.9778
H 4.4798 0.6782 2.2455
H 1.7390 1.8040 3.7845
H 2.5335 0.3543 4.4403
H 0.9058 0.8022 4.9791
H 0.1733 -1.8550 2.6075
H 0.1069 -1.3811 4.3131
H 1.6411 -1.9282 3.6065

## Properties
Energy relative to the best compared isomer or geometry (same formula, charge and spin) in kJ/mol: 54.6
Total charge: +1
LUMO in Eh: -0.1278

---

No. 2
Molecular formula: C35H100N14O11
Method: DFT, ωB97M-V/def2-TZVPD

Cartesian coordinates (Å):
C -7.3755 -0.5374 -0.7563
O -6.0745 -0.7310 -0.1110
C -5.2269 0.4135 -0.1137
C -4.1026 0.2800 0.9399
C -3.0623 -0.7908 0.5974
N -4.5863 0.0891 2.3062
H -8.0031 -1.3966 -0.9931
H -7.4397 0.0676 -1.6607
H -7.9214 -0.0414 0.0463
H -4.8328 0.4866 -1.1273
H -5.7582 1.3424 0.0933
H -3.5042 1.1898 0.9882
H -3.5307 -1.6267 0.0779
H -2.6574 -1.1993 1.5233
H -2.2802 -0.3891 -0.0468
H -5.5783 0.2688 2.3673
H -4.6149 -0.8999 2.5091
C 0.2187 6.8613 -1.1666
O 0.5167 6.2030 -2.4075
C 0.7766 4.8128 -2.3584
C 1.4162 4.4454 -3.7751
C 1.8781 3.0005 -3.8250
N 2.4766 5.4282 -4.0541
H -0.7040 6.4500 -0.7574
H 0.2137 7.9501 -1.2183
H 1.0147 6.6502 -0.4525
H 1.5137 4.5148 -1.6128
H -0.1280 4.2138 -2.2538
H 0.6377 4.7104 -4.4905
H 2.5318 2.5670 -3.0682
H 2.3371 2.8839 -4.8068
H 0.9491 2.4308 -3.8458
H 2.0955 6.2829 -3.6743
H 3.2661 5.1615 -3.4834
C 2.2437 2.0387 0.0499
O 1.1225 1.1783 -0.1249
C 0.1710 1.1859 0.8853
C 0.6064 0.1240 1.9523
C 0.8098 -1.2954 1.4894
N -0.4595 0.0110 2.9532
H 2.6327 1.8732 1.0546
H 1.8561 3.0508 -0.0665
H 2.9611 1.8396 -0.7462
H -0.1361 2.1537 1.2817
H -0.7451 0.7640 0.4719
H 1.4599 0.5664 2.4660
H 1.2507 -1.9373 2.2521
H 1.5466 -1.3248 0.6868
H -0.1344 -1.7004 1.1254
H -1.0168 0.8527 2.9857
H -1.0230 -0.6668 2.4602
C -1.0365 -4.5836 -0.2982
O -1.8480 -5.2906 0.6275
C -1.3053 -6.5568 1.0484
C -1.0409 -7.6589 -0.0332
C -2.3116 -8.0411 -0.7332
N -0.3589 -8.7764 0.5544
H -0.0141 -4.4528 0.0562
H -1.4837 -3.5961 -0.4122
H -0.9820 -5.0976 -1.2579
H -0.4010 -6.3060 1.6029
H -2.0956 -6.9558 1.6843
H -0.5250 -7.2169 -0.8856
H -2.7213 -7.2361 -1.3433
H -2.9703 -8.4566 0.0295
H -2.2526 -8.8531 -1.4580
H -0.7854 -9.0462 1.4293
H 0.4765 -8.4119 0.9895
C 2.3173 5.6147 1.8971
O 3.1809 4.5416 1.5980
C 4.6036 4.8196 1.6839
C 5.5558 3.6710 1.1594
C 5.5941 2.5449 2.1480
N 6.9413 4.0874 1.0513
H 1.2740 5.3483 1.7279
H 2.6315 6.4268 1.2414
H 2.4978 5.9676 2.9125
H 4.8114 5.6121 0.9649
H 4.9144 5.1388 2.6787
H 5.1292 3.3375 0.2134
H 6.2523 1.7389 1.8239
H 4.5807 2.1477 2.2065
H 6.0725 2.7832 3.0979
H 7.2093 4.3388 1.9921
H 7.5615 3.3212 0.8310
C -0.0126 -0.9791 -2.6615
O -0.4747 -2.2771 -3.0759
C -0.6136 -2.3201 -4.4910
C -0.8227 -3.7824 -4.9308
C 0.4218 -4.6858 -4.7401
N -1.2158 -3.8753 -6.3364
H 1.0600 -0.8962 -2.8372
H -0.1192 -0.8843 -1.5808
H -0.5698 -0.1043 -2.9966
H -1.3566 -1.6145 -4.8627
H 0.2898 -2.0306 -5.0278
H -1.6361 -4.1692 -4.3168
H 0.1071 -5.6992 -4.9889
H 0.6350 -4.6575 -3.6715
H 1.2654 -4.2997 -5.3124
H -1.7521 -4.7034 -6.5522
H -1.8121 -3.0791 -6.5114
C 5.3769 -0.6746 -1.5993
O 4.8319 -1.5303 -2.6301
C 5.9390 -2.1748 -3.3532
C 5.4615 -2.9695 -4.5764
C 4.3543 -3.9758 -4.2102
N 6.5852 -3.7457 -5.1433
H 5.9719 -1.2035 -0.8548
H 4.4850 -0.2717 -1.1194
H 5.9277 0.1918 -1.9654
H 6.7134 -1.4919 -3.7028
H 6.4811 -2.7907 -2.6356
H 5.1411 -2.2127 -5.2924
H 4.6111 -4.8135 -3.5619
H 3.8300 -4.2902 -5.1127
H 3.5672 -3.4938 -3.6304
H 7.0209 -4.3351 -4.4484
H 6.1302 -4.4305 -5.7299
C -2.4384 2.3484 -2.0514
O -2.9613 2.8799 -0.8226
C -3.9576 3.9041 -0.8748
C -4.1492 4.7150 0.4626
C -3.1576 5.8440 0.7164
N -4.0043 3.8068 1.5946
H -3.2564 1.8247 -2.5460
H -1.5372 1.7605 -1.8769
H -2.1840 3.1417 -2.7543
H -3.5749 4.6465 -1.5751
H -4.9013 3.5935 -1.3232
H -5.1782 5.0677 0.5323
H -3.2920 6.5072 -0.1381
H -2.0861 5.6672 0.6232
H -3.2006 6.4901 1.5933
H -3.3105 3.1099 1.3645
H -4.8009 3.1996 1.7250
N -3.4893 -2.0998 5.1698
C -3.2137 -2.5911 3.9473
N -1.9688 -2.8411 3.8938
O -4.0019 -2.7613 3.0652
H -2.8038 -1.8058 5.8509
H -4.4591 -1.8475 5.2955
H -1.5430 -3.4112 3.1770
H -1.4197 -2.5237 4.6797
N 1.7345 -1.5968 7.0704
C 0.9056 -1.5414 6.0702
N 1.5257 -1.0310 5.1252
O -0.2049 -1.9689 6.0313
H 2.6340 -1.1546 6.9461
H 1.4568 -1.8871 7.9971
H 2.1066 -0.2283 5.3211
H 0.8058 -0.7436 4.4777
N -3.5466 1.7412 4.7973
C -2.4596 1.7174 5.4646
N -2.6112 1.0085 6.4734
O -1.4441 2.2223 5.0468
H -4.1444 0.9276 4.8247
H -3.3569 2.0244 3.8465
H -1.8907 0.8175 7.1550
H -3.5213 0.6276 6.6896

## Properties
Energy relative to the best compared isomer or geometry (same formula, charge and spin) in kJ/mol: 569.6
Total charge: 0
LUMO in Eh: 0.0140

---

No. 3
Molecular formula: C5H10O
Method: DFT, ωB97M-V/def2-TZVPD

Cartesian coordinates (Å):
C -1.1029 -1.3369 0.6171
C -0.5572 -0.2358 1.1206
C 0.9248 0.0681 1.0834
C 1.3269 0.5609 -0.3235
C 0.1890 1.3621 -0.9068
O -0.2817 1.1961 -2.0063
H -0.4968 -2.1264 0.1753
H -2.1796 -1.4806 0.5923
H -1.2111 0.5387 1.5195
H 1.1680 0.8284 1.8337
H 1.4986 -0.8299 1.3380
H 2.2187 1.2029 -0.2901
H 1.5344 -0.2742 -0.9997
H -0.2236 2.1453 -0.2345
H -1.5888 -1.1418 -1.6089
H -1.2978 -0.5918 -2.0148

## Properties
Energy relative to the best compared isomer or geometry (same formula, charge and spin) in kJ/mol: 229.8
Total charge: 0
LUMO in Eh: 0.0366

---

No. 4
Molecular formula: C22H31OSi
Method: DFT, ωB97M-V/def2-TZVPD

Cartesian coordinates (Å):
C 0.3168 -2.5675 1.9613
C 0.9365 -1.2738 1.5017
C 0.2381 -0.1301 1.6824
C 2.2914 -1.2960 0.8419
Si 3.8250 -1.3774 1.9855
C 5.3636 -1.4288 0.8995
C 3.8514 0.1526 3.0688
C 3.7374 -2.9218 3.0475
H 0.8439 -3.4498 1.5767
H 0.2991 -2.6307 3.0597
H -0.7323 -2.6494 1.6355
H 0.6141 0.8387 1.3547
H -0.7189 -0.1475 2.2034
H 2.3942 -2.1769 0.1876
H 2.4427 -0.3884 0.2384
H 6.2760 -1.4687 1.5113
H 5.3611 -2.3130 0.2466
H 5.4293 -0.5369 0.2606
H 4.7196 0.1291 3.7430
H 3.9201 1.0663 2.4624
H 2.9434 0.2189 3.6832
H 4.6282 -2.9853 3.6889
H 2.8546 -2.9165 3.7009
H 3.7050 -3.8321 2.4328
C -4.7757 5.8374 0.3674
O -4.7564 4.5934 1.0998
C -4.0786 3.5219 0.6188
C -4.1431 2.3374 1.3961
C -3.4730 1.2105 0.9966
C -2.6421 1.1909 -0.1744
C -2.0011 -0.0264 -0.5199
C -1.4044 -0.4442 -1.7402
C -0.8702 -1.7720 -1.8018
C -0.2008 -2.2402 -2.9155
C -0.0125 -1.4203 -4.0359
C 0.7518 -1.9214 -5.2219
C -0.5698 -0.1369 -4.0205
C -1.3242 0.3140 -2.9476
C -2.5323 2.4183 -0.8919
C -3.2960 3.5252 -0.5616
H -5.3804 6.4900 0.9960
H -3.7681 6.2581 0.2514
H -5.2517 5.7158 -0.6143
H -4.7517 2.3559 2.2966
H -3.5829 0.2894 1.5700
H -2.0570 -0.8020 0.2453
H -1.0301 -2.4294 -0.9465
H 0.1789 -3.2611 -2.9395
H 0.8799 -1.1208 -5.9582
H 1.7459 -2.2821 -4.9283
H 0.2413 -2.7587 -5.7172
H -0.4222 0.4988 -4.8947
H -1.8868 1.2355 -3.0578
H -1.8363 2.5007 -1.7216
H -3.2908 4.4074 -1.2033

## Properties
Energy relative to the best compared isomer or geometry (same formula, charge and spin) in kJ/mol: 148.0
Total charge: +1
LUMO in Eh: -0.1923

---

No. 5
Molecular formula: C58H65N2O
Method: DFT, ωB97M-V/def2-TZVPD

Cartesian coordinates (Å):
C -0.1781 0.9286 -0.4448
C -1.3955 1.2228 0.4377
C -1.0485 2.3648 1.4135
C -2.5212 1.6915 -0.5097
C -1.9090 -0.0014 1.2315
C -3.0515 0.2469 1.9754
C -3.7820 -0.7689 2.5311
C -3.3874 -2.0654 2.3247
C -2.2168 -2.4118 1.6583
C -2.1009 -3.9621 1.4455
C -0.7099 -4.5776 1.2131
C -2.9731 -4.3339 0.2325
C -2.6285 -4.7038 2.7061
C -1.4172 -1.3354 1.1499
N -0.0523 -1.5430 0.6861
C 1.1540 -1.1903 1.3400
C 1.2885 -0.1697 2.2761
C 2.5443 0.3236 2.7889
C 3.6407 0.5424 1.9409
C 4.8537 0.9476 2.4421
C 5.0107 1.1356 3.8021
C 3.9406 0.9468 4.6578
C 2.7171 0.5648 4.1626
N 2.1087 -2.1892 1.0426
C 3.3596 -2.5028 1.7146
C 3.3751 -2.9144 3.0820
C 2.1684 -3.2912 3.9898
C 2.4580 -2.9275 5.4697
C 1.9439 -4.8058 3.8570
C 0.8484 -2.5849 3.6910
C 4.6020 -3.2118 3.6601
C 5.7818 -3.1387 2.9692
C 5.7603 -2.7734 1.6498
C 4.5858 -2.4368 0.9931
C 4.8054 -2.0703 -0.4986
C 5.8731 -0.9581 -0.6073
C 3.5735 -1.5404 -1.2519
C 5.2937 -3.3354 -1.2316
C 1.5349 -2.9946 0.0413
C 0.3060 -2.5158 -0.2610
H -0.3669 0.0732 -1.0905
H 0.0443 1.7836 -1.0815
H 0.7078 0.7286 0.1494
H -1.9333 2.7330 1.9298
H -0.3414 2.0392 2.1728
H -0.6042 3.2069 0.8870
H -3.4285 1.9549 0.0314
H -2.2095 2.5669 -1.0768
H -2.7754 0.9077 -1.2222
H -3.4072 1.2568 2.0818
H -4.6850 -0.5555 3.0828
H -4.0498 -2.8320 2.6839
H 0.0353 -4.1686 1.8799
H -0.7350 -5.6507 1.3962
H -0.3866 -4.4764 0.1837
H -4.0050 -4.0086 0.3677
H -2.5936 -3.8653 -0.6762
H -2.9704 -5.4131 0.0802
H -3.7141 -4.6802 2.7877
H -2.3487 -5.7563 2.6803
H -2.1967 -4.2778 3.6115
H 0.3888 0.1828 2.7542
H 3.5108 0.4028 0.8841
H 5.6768 1.1363 1.7734
H 5.9630 1.4597 4.1886
H 4.0658 1.0984 5.7171
H 1.8900 0.3944 4.8295
H 2.8238 -1.9036 5.5483
H 1.5403 -2.9871 6.0542
H 3.1805 -3.5918 5.9396
H 1.7633 -5.0809 2.8179
H 2.8154 -5.3644 4.1984
H 1.0826 -5.1169 4.4477
H 0.6041 -2.6289 2.6411
H 0.0252 -3.0382 4.2401
H 0.8986 -1.5477 4.0073
H 4.6445 -3.5640 4.6755
H 6.7133 -3.3944 3.4513
H 6.6917 -2.7691 1.1109
H 6.8112 -1.2215 -0.1247
H 6.0939 -0.7407 -1.6510
H 5.5123 -0.0374 -0.1551
H 2.9169 -2.3493 -1.5584
H 3.0053 -0.8315 -0.6562
H 3.8808 -1.0322 -2.1655
H 4.5520 -4.1303 -1.1575
H 5.4638 -3.1320 -2.2876
H 6.2229 -3.7144 -0.8088
H 2.0119 -3.8572 -0.3957
H -0.3496 -2.8401 -1.0516
C -7.4841 2.0859 -0.9964
O -6.6980 1.3339 -1.8904
C -5.6286 2.0216 -2.4222
C -4.8153 1.3670 -3.3735
C -3.7692 2.0078 -3.9760
C -3.4586 3.3479 -3.6590
C -2.4528 4.1119 -4.3610
C -1.7405 5.2407 -3.8214
C -1.1450 5.9671 -4.8757
C -0.4386 7.1366 -4.6108
C -0.2872 7.5477 -3.3027
C -0.8342 6.8055 -2.2547
C -1.5605 5.6625 -2.4988
C -1.4411 5.2647 -6.1099
C -2.1999 4.1163 -5.7812
C -2.6372 3.2627 -6.8001
C -2.3097 3.5538 -8.1040
C -1.5747 4.6957 -8.4242
C -1.1429 5.5561 -7.4373
C -4.2518 3.9842 -2.6818
C -5.3002 3.3510 -2.0880
H -8.3066 1.4678 -0.6375
H -6.8798 2.3952 -0.1441
H -7.8958 2.9562 -1.5078
H -5.0472 0.3442 -3.6187
H -3.1424 1.4749 -4.6701
H -0.0329 7.7080 -5.4270
H 0.2656 8.4492 -3.0901
H -0.6835 7.1337 -1.2391
H -1.9586 5.0776 -1.6877
H -3.2195 2.3901 -6.5640
H -2.6293 2.8916 -8.8919
H -1.3449 4.9108 -9.4552
H -0.5965 6.4511 -7.6773
H -4.0570 5.0147 -2.4471
H -5.8934 3.8867 -1.3707

## Properties
Total charge: +1
LUMO in Eh: -0.2101

---

No. 6
Molecular formula: C9H14AsN2O6RhS6
Method: DFT, ωB97M-V/def2-TZVPD

Cartesian coordinates (Å):
Rh -0.7465 0.3499 -0.5903
S -2.0820 4.3019 -3.2798
As -1.9899 3.3222 -1.3880
S -2.9016 1.2436 -1.2004
S 0.0729 2.7212 -0.6008
S -2.9148 4.4383 0.1970
O -0.7492 -1.4251 -1.7723
S 0.1487 -1.2278 -2.9972
O -0.4721 -1.6679 -4.2161
O 0.6708 0.1427 -2.9993
C 1.5496 -2.2860 -2.5403
C 2.2332 -2.8324 -3.6156
C 3.2966 -3.6707 -3.3393
C 3.3806 -4.2616 -2.0386
C 2.6058 -3.8042 -1.0103
C 1.7797 -2.6966 -1.2152
S 1.4487 -1.8228 0.3823
O 2.6692 -1.9195 1.1632
O 0.2177 -2.3696 0.9858
O 1.2056 -0.3039 -0.0044
H 1.8720 -2.6776 -4.6222
H 4.0273 -3.8460 -4.1061
H 4.0025 -5.1371 -1.8997
H 2.6348 -4.2490 -0.0036
N -1.3709 -0.1223 1.3258
C -1.8360 0.9578 2.2311
C -0.8829 2.0287 2.5619
C -1.7763 3.0932 3.1963
N -1.0876 4.1909 3.6983
H -2.2153 -0.7296 1.1411
H -0.6509 -0.7697 1.7171
H -2.0463 0.5085 3.2554
H -2.8076 1.3212 1.8622
H -0.3448 2.3277 1.6644
H -0.1385 1.7223 3.3041
H -2.4872 2.6237 3.8891
H -2.4559 3.4728 2.4456
H -0.2739 4.0414 4.3241
H -1.5856 5.0112 4.0948

## Properties
Energy relative to the best compared isomer or geometry (same formula, charge and spin) in kJ/mol: 16.5
Total charge: -2
LUMO (spin up / spin down) in Eh: 0.1619 / 0.1245
2S+1: 5